(1)
{
  "formula": "C3H10Cl2N2NiS4Sb",
  "method": "ωB97M-V/def2-TZVPD",
  "elements": ["Ni", "S", "Sb", "S", "S", "S", "Cl", "C", "Cl", "H", "H", "N", "C", "C", "N", "H", "H", "H", "H", "H", "H", "H", "H"],
  "positions_angstrom": [[-0.64, -0.02, 0.55], [-3.90, -0.82, 0.57], [-2.84, -0.21, 2.57], [-1.29, 1.57, 1.96], [-0.80, -1.60, 2.10], [0.56, -1.40, 3.59], [2.13, 0.40, 0.91], [3.34, 0.01, -0.29], [2.68, 0.03, -1.96], [3.71, -0.99, -0.11], [4.13, 0.74, -0.26], [-0.72, 1.28, -0.96], [-1.67, 0.70, -1.92], [-1.25, -0.74, -2.17], [-1.13, -1.38, -0.86], [-1.09, 2.11, -0.50], [0.17, 1.50, -1.40], [-1.74, 1.26, -2.86], [-2.65, 0.69, -1.43], [-0.28, -0.77, -2.66], [-1.98, -1.23, -2.82], [-0.60, -2.25, -0.89], [-2.07, -1.56, -0.46]],
  "nbo_charge": [0.7372, -1.0346, 0.8843, -0.8804, -0.2809, -0.6542, 0.0638, -0.3963, -0.0835, 0.2205, 0.2134, -0.8430, -0.2548, -0.2289, -0.9096, 0.4254, 0.3804, 0.1758, 0.2552, 0.1849, 0.1901, 0.3889, 0.4464],
  "lumo_ev": [2.372, 2.372],
  "e_above_lowest_kj_mol": 12.3,
  "orbital_gap_ev": [5.70, 5.70],
  "fmax_ha_per_bohr": 0.0110,
  "molar_mass_da": 453.754,
  "charge": -1
}

(2)
{
  "formula": "C34H56F3N11O24SSi2",
  "method": "ωB97M-V/def2-TZVPD",
  "elements": ["C", "Si", "C", "C", "C", "C", "S", "C", "O", "C", "C", "F", "C", "C", "O", "N", "O", "C", "C", "F", "F", "C", "C", "Si", "C", "C", "C", "C", "C", "C", "C", "C", "C", "C", "O", "H", "H", "H", "H", "H", "H", "H", "H", "H", "H", "H", "H", "H", "H", "H", "H", "H", "H", "H", "H", "H", "H", "H", "H", "H", "H", "C", "N", "O", "O", "H", "H", "H", "C", "N", "O", "O", "H", "H", "H", "C", "N", "O", "O", "H", "H", "H", "C", "N", "O", "O", "H", "H", "H", "C", "N", "O", "O", "H", "H", "H", "C", "N", "O", "O", "H", "H", "H", "C", "N", "O", "O", "H", "H", "H", "C", "N", "O", "O", "H", "H", "H", "C", "N", "O", "O", "H", "H", "H", "C", "N", "O", "O", "H", "H", "H"],
  "positions_angstrom": [[2.77, 4.17, -2.83], [1.50, 3.67, -4.20], [1.56, 4.86, -5.69], [2.15, 1.99, -4.87], [-0.28, 3.49, -3.46], [-1.02, 4.61, -3.16], [-0.44, 6.33, -3.36], [-2.46, 4.47, -2.55], [-3.34, 5.25, -2.79], [-2.65, 3.19, -1.64], [-3.60, 3.27, -0.52], [-4.35, 4.36, -0.23], [-3.73, 2.06, 0.30], [-2.94, 0.86, 0.01], [-3.19, -0.24, 0.86], [-3.93, -1.26, 0.27], [-4.63, -0.87, -0.60], [-1.97, 0.75, -1.09], [-1.10, -0.47, -1.45], [-1.63, -1.02, -2.64], [0.23, -0.13, -1.77], [-1.01, -1.64, -0.42], [0.30, -2.55, -0.55], [1.53, -2.14, 0.84], [0.97, -3.15, 2.38], [3.32, -2.70, 0.48], [1.61, -0.31, 1.35], [0.55, 0.44, 2.03], [0.63, 1.85, 2.42], [1.86, 2.59, 2.14], [2.95, 1.87, 1.46], [2.86, 0.45, 1.05], [-1.87, 1.97, -1.94], [-0.95, 2.09, -3.20], [-0.74, 1.21, -3.99], [3.65, 4.61, -3.38], [3.14, 3.20, -2.41], [2.33, 4.85, -2.06], [1.51, 5.94, -5.42], [0.78, 4.53, -6.42], [2.59, 4.70, -6.15], [3.11, 2.10, -5.44], [2.17, 1.19, -4.09], [1.36, 1.66, -5.62], [0.74, 6.36, -2.66], [-4.47, 2.10, 1.14], [-1.07, -1.32, 0.65], [-1.89, -2.32, -0.60], [0.74, -2.55, -1.58], [-0.05, -3.61, -0.37], [0.65, -4.18, 2.04], [1.80, -3.30, 3.12], [0.06, -2.70, 2.88], [3.99, -2.72, 1.40], [3.34, -3.72, 0.00], [3.77, -1.98, -0.26], [-0.40, -0.10, 2.29], [-0.23, 2.36, 2.92], [1.91, 3.65, 2.45], [3.89, 2.46, 1.28], [3.75, 0.00, 0.57], [-4.04, 3.29, -5.74], [-3.86, 3.79, -7.13], [-2.92, 3.35, -7.77], [-4.67, 4.60, -7.53], [-3.25, 2.58, -5.52], [-3.99, 4.15, -5.08], [-5.02, 2.82, -5.69], [4.95, -5.28, 3.41], [4.16, -5.69, 2.21], [3.07, -5.18, 2.06], [4.68, -6.49, 1.46], [4.37, -4.56, 3.98], [5.14, -6.18, 3.99], [5.88, -4.84, 3.05], [-7.57, -0.63, 1.16], [-8.64, -1.49, 1.71], [-8.57, -2.68, 1.48], [-9.51, -0.95, 2.36], [-6.87, -1.24, 0.61], [-8.04, 0.10, 0.50], [-7.08, -0.14, 2.00], [-2.46, 0.70, -9.13], [-2.83, -0.38, -10.09], [-3.36, -1.38, -9.63], [-2.57, -0.18, -11.26], [-2.74, 0.39, -8.13], [-1.39, 0.85, -9.20], [-3.00, 1.60, -9.42], [-11.27, 1.76, 3.04], [-11.28, 3.22, 2.79], [-11.43, 3.95, 3.76], [-11.15, 3.59, 1.64], [-11.40, 1.58, 4.11], [-12.09, 1.32, 2.48], [-10.31, 1.38, 2.70], [-11.54, 0.42, 8.03], [-11.36, 0.84, 6.61], [-10.41, 0.38, 6.00], [-12.18, 1.63, 6.17], [-10.74, -0.27, 8.29], [-11.49, 1.31, 8.65], [-12.51, -0.06, 8.10], [7.90, -1.57, 0.56], [6.81, -2.43, 1.09], [6.84, -3.62, 0.82], [5.95, -1.88, 1.76], [8.59, -2.19, -0.01], [7.45, -0.81, -0.07], [8.41, -1.13, 1.41], [9.13, -5.23, 3.38], [9.15, -3.76, 3.18], [9.03, -3.06, 4.17], [9.29, -3.36, 2.04], [9.01, -5.44, 4.44], [8.30, -5.63, 2.81], [10.08, -5.62, 3.02], [6.47, 3.56, -0.53], [6.08, 2.19, -0.95], [5.34, 2.09, -1.91], [6.52, 1.27, -0.29], [6.01, 4.28, -1.20], [6.13, 3.71, 0.49], [7.56, 3.62, -0.59], [7.51, -6.98, 7.53], [7.69, -6.52, 6.13], [8.63, -6.98, 5.50], [6.89, -5.70, 5.72], [8.29, -7.70, 7.76], [7.58, -6.11, 8.18], [6.53, -7.45, 7.59]],
  "mulliken_charge": [-0.6084, -0.2718, -0.9046, -0.8334, 0.3754, 0.3965, -0.1923, -0.2903, -0.5119, 0.3459, 0.2464, -0.3107, -0.7678, 0.1473, -0.2496, 0.2402, -0.2818, 0.4810, 1.6162, -0.3110, -0.2810, -1.3539, -0.5649, -0.1823, -1.0134, -1.0071, 0.9130, -0.0194, -0.5956, -0.6805, -0.2998, -0.2443, -0.5808, 0.5189, -0.6058, 0.2543, 0.0187, 0.3370, 0.3038, 0.2742, 0.2954, 0.3740, 0.2067, 0.2133, 0.1713, 0.4929, 0.1876, 0.6295, 0.5133, 0.4112, 0.3338, 0.1762, 0.3312, 0.0743, 0.5083, 0.3808, 0.1893, 0.3847, 0.3569, 0.1910, 0.0378, -0.5434, 0.9566, -0.5517, -0.5514, 0.1459, 0.2014, 0.3497, -0.6232, 0.9829, -0.4887, -0.5792, 0.2358, 0.3925, 0.0576, -0.8696, 0.9269, -0.5290, -0.5455, 0.4114, 0.2959, 0.2934, -0.6796, 0.8854, -0.5286, -0.5329, 0.2924, 0.2854, 0.2798, -0.0448, 0.9163, -0.5260, -0.5710, -0.1526, 0.2870, 0.1396, -0.7355, 0.8454, -0.5063, -0.5216, 0.3202, 0.2874, 0.2801, -0.9505, 1.0470, -0.5084, -0.5755, 0.3252, 0.3431, 0.3482, -0.6339, 1.0183, -0.5678, -0.5365, 0.2172, 0.2736, 0.2906, -0.7756, 0.8903, -0.5137, -0.4899, 0.2431, 0.3193, 0.3184, -0.7677, 0.8433, -0.5590, -0.4594, 0.3173, 0.2959, 0.2935],
  "lumo_ev": -1.549,
  "e_above_lowest_kj_mol": 0.0,
  "orbital_gap_ev": 7.53,
  "fmax_ha_per_bohr": 0.0620,
  "molar_mass_da": 1148.108,
  "charge": 0
}

(3)
{
  "formula": "C8H10HoO5",
  "method": "ωB97M-V/def2-TZVPD",
  "elements": ["Ho", "O", "C", "C", "O", "C", "O", "C", "O", "C", "H", "H", "C", "H", "H", "C", "C", "O", "H", "H", "H", "H", "H", "H"],
  "positions_angstrom": [[0.02, -0.06, -0.16], [0.17, 3.48, 0.19], [0.10, 2.35, -0.07], [-0.12, -2.48, -0.09], [-0.15, -3.63, 0.03], [2.45, -0.10, -0.25], [3.58, -0.13, -0.04], [-2.44, 0.12, -0.16], [-3.59, 0.20, -0.10], [0.03, 0.67, -5.01], [-0.87, 1.29, -5.00], [0.99, 1.20, -4.98], [-0.03, -0.67, -5.07], [0.87, -1.29, -5.10], [-0.99, -1.20, -5.12], [0.31, 0.59, 4.41], [0.37, 1.11, 2.98], [0.26, -0.07, 2.07], [-0.69, 0.20, 4.62], [0.48, 1.39, 5.12], [1.06, -0.17, 4.61], [-0.47, 1.74, 2.70], [1.31, 1.60, 2.70], [0.22, -0.87, 2.62]],
  "nbo_charge": [1.9873, -0.1935, 0.3780, 0.3742, -0.1820, 0.3861, -0.1952, 0.3835, -0.1918, -0.3939, 0.2136, 0.2122, -0.3793, 0.2140, 0.2154, -0.6801, -0.0619, -0.8686, 0.2505, 0.3068, 0.2504, 0.2002, 0.2137, 0.5604],
  "lumo_ev": [-14.951, -14.757],
  "e_above_lowest_kj_mol": 0.0,
  "orbital_gap_ev": [3.45, 3.67],
  "spin_multiplicity": 5,
  "s_squared": 6.00,
  "fmax_ha_per_bohr": 0.1477,
  "molar_mass_da": 351.093,
  "charge": 3
}

(4)
{
  "formula": "C30H50N3O6P3S2SbSe4TeTi",
  "method": "ωB97M-V/def2-TZVPD",
  "elements": ["Ti", "C", "P", "C", "C", "C", "C", "C", "C", "C", "P", "C", "C", "H", "H", "H", "H", "H", "H", "H", "H", "H", "H", "H", "H", "H", "H", "H", "H", "Se", "Sb", "Se", "Se", "Se", "C", "C", "C", "C", "N", "C", "S", "N", "C", "C", "C", "C", "H", "H", "H", "H", "H", "H", "H", "H", "H", "H", "H", "H", "H", "H", "H", "H", "H", "H", "H", "H", "C", "C", "O", "P", "O", "Te", "O", "C", "C", "H", "H", "H", "H", "H", "H", "H", "H", "H", "H", "O", "S", "O", "N", "C", "O", "C", "C", "C", "C", "C", "C", "H", "H", "H", "H"],
  "positions_angstrom": [[0.30, 0.05, -0.90], [-4.17, -0.36, 2.60], [-2.49, 0.22, 2.04], [-1.77, 0.55, 3.70], [-2.99, 1.87, 1.44], [-3.33, 2.92, 2.30], [-3.74, 4.14, 1.81], [-3.85, 4.33, 0.44], [-3.51, 3.30, -0.43], [-3.06, 2.06, 0.04], [-2.23, 0.87, -1.15], [-3.58, -0.35, -1.39], [-2.37, 1.78, -2.73], [-4.61, 0.34, 3.30], [-4.06, -1.34, 3.08], [-4.83, -0.46, 1.73], [-2.46, 1.09, 4.35], [-0.84, 1.12, 3.59], [-1.53, -0.41, 4.15], [-3.23, 2.78, 3.37], [-3.95, 4.96, 2.49], [-4.16, 5.28, 0.04], [-3.57, 3.49, -1.49], [-4.54, 0.17, -1.42], [-3.57, -1.07, -0.58], [-3.42, -0.87, -2.33], [-3.41, 2.00, -2.95], [-1.96, 1.16, -3.52], [-1.80, 2.71, -2.69], [2.79, -3.19, -4.58], [1.97, -1.18, -3.58], [-0.46, -1.20, -2.68], [2.57, -0.51, -1.17], [2.31, 0.74, -5.03], [7.29, 2.22, 3.85], [6.49, 1.00, 3.38], [6.49, 0.85, 1.86], [5.48, 1.76, 1.15], [4.11, 1.29, 1.40], [2.99, 1.98, 1.67], [1.49, 1.25, 1.34], [2.98, 3.19, 2.21], [4.02, 3.93, 2.91], [3.39, 4.86, 3.94], [2.83, 4.15, 5.19], [1.62, 3.25, 4.94], [7.25, 2.33, 4.93], [6.92, 3.15, 3.40], [8.34, 2.12, 3.56], [5.46, 1.07, 3.73], [6.92, 0.11, 3.83], [6.26, -0.18, 1.58], [7.49, 1.07, 1.47], [5.66, 1.73, 0.08], [5.59, 2.79, 1.47], [3.91, 0.38, 1.01], [2.05, 3.60, 2.23], [4.61, 4.53, 2.20], [4.69, 3.24, 3.41], [2.58, 5.43, 3.46], [4.15, 5.58, 4.26], [2.55, 4.93, 5.90], [3.63, 3.57, 5.65], [0.88, 3.74, 4.29], [1.13, 3.00, 5.88], [1.90, 2.31, 4.46], [0.25, -5.36, 2.79], [0.67, -3.92, 2.64], [-0.30, -3.20, 1.86], [-0.10, -2.70, 0.33], [0.15, -1.16, 0.49], [1.32, -4.18, -0.80], [-1.65, -2.75, -0.09], [-2.22, -4.03, -0.43], [-3.73, -3.91, -0.39], [0.97, -5.89, 3.42], [0.23, -5.84, 1.81], [-0.74, -5.43, 3.25], [1.65, -3.86, 2.18], [0.71, -3.42, 3.61], [-1.88, -4.78, 0.29], [-1.87, -4.32, -1.42], [-4.06, -3.55, 0.59], [-4.17, -4.89, -0.57], [-4.09, -3.22, -1.16], [0.22, 4.39, 1.45], [0.19, 4.41, 0.01], [-0.60, 5.45, -0.60], [-0.19, 2.95, -0.65], [0.76, 2.55, -1.45], [0.67, 1.47, -2.14], [1.99, 3.40, -1.48], [3.16, 3.16, -2.17], [4.21, 4.05, -1.96], [4.07, 5.14, -1.10], [2.87, 5.38, -0.43], [1.85, 4.48, -0.64], [3.24, 2.31, -2.84], [5.15, 3.89, -2.47], [4.89, 5.84, -0.97], [2.75, 6.23, 0.23]],
  "mulliken_charge": [0.6549, -1.5474, 1.3859, -1.4913, 0.5161, -0.7057, -0.7944, -0.7569, -0.6137, -0.4137, 1.6108, -1.0350, -1.8081, 0.4549, 0.4317, 0.3872, 0.5541, 0.0986, 0.4568, 0.2510, 0.3856, 0.3778, 0.2794, 0.5173, -0.1347, 0.5708, 0.5209, 0.3999, 0.4906, -0.6129, 0.5400, -0.6081, -0.5486, -0.6660, -1.2334, -0.2517, -0.9585, -0.4443, 0.1007, -1.3423, 0.4430, 1.4164, -0.1731, -1.2795, -0.5600, -0.8658, 0.3171, 0.2669, 0.4105, 0.1878, 0.4012, 0.3773, 0.4433, 0.3215, 0.1628, 0.0795, -0.4078, 0.3086, -0.0699, 0.3419, 0.4750, 0.3833, 0.2611, 0.1189, 0.5403, 0.1387, -1.1462, -0.3930, -0.0469, -1.2071, 0.9644, -0.1740, 0.7823, -0.2685, -1.3429, 0.3938, 0.2074, 0.2669, 0.3607, 0.3143, 0.2059, 0.3783, 0.2768, 0.4244, 0.2909, -0.6425, 1.0780, -0.7614, 0.2315, -0.1701, 0.1602, -0.1809, 0.0304, -0.8599, -0.4920, -0.7263, 0.3678, 0.2550, 0.4511, 0.4292, 0.4853],
  "lumo_ev": 1.400,
  "e_above_lowest_kj_mol": 81.4,
  "orbital_gap_ev": 5.66,
  "fmax_ha_per_bohr": 0.0462,
  "molar_mass_da": 1318.868,
  "charge": -1
}

Energy: -122224.279, -136407.154, -44459.053, -396554.408 (eV)